{"formula": "C30H44As3N4O2PtS", "method": "ωB97M-V/def2-TZVPD", "total_charge": 1, "e_above_lowest_kcal_mol": 0.0, "gap_ev": 7.475, "e_tot_ha": -8763.7441, "elements": ["Pt", "C", "As", "C", "C", "C", "C", "C", "As", "C", "C", "C", "As", "C", "C", "H", "H", "H", "H", "H", "H", "H", "H", "H", "H", "H", "H", "H", "H", "H", "H", "H", "H", "H", "H", "H", "H", "H", "H", "H", "H", "H", "O", "S", "O", "N", "C", "C", "C", "C", "C", "C", "C", "C", "N", "C", "C", "C", "C", "C", "C", "C", "H", "H", "H", "H", "H", "H", "H", "H", "H", "H", "H", "C", "C", "N", "C", "C", "N", "H", "H", "H", "H", "H", "H"], "positions_angstrom": [[0.078633, -0.072227, -0.594290], [-3.079939, -1.222020, -1.989209], [-2.207777, -0.583870, -0.373469], [-2.596931, -2.084523, 0.786748], [-3.362612, 0.893984, 0.152277], [-3.125515, 1.605056, 1.501662], [-4.174772, 2.722057, 1.586021], [-1.745315, 2.272392, 1.570335], [-0.093913, 1.207867, 1.507525], [1.157498, 2.680915, 1.625485], [0.120972, 0.440213, 3.281022], [-3.323055, 0.622320, 2.657638], [-3.274131, 1.396607, 4.487091], [-3.101365, -0.336227, 5.388414], [-5.203935, 1.595438, 4.780653], [-4.143958, -1.361133, -1.788550], [-2.640469, -2.181388, -2.262855], [-2.955709, -0.531790, -2.819992], [-3.661481, -2.099591, 1.018963], [-2.019576, -2.027859, 1.705219], [-2.321243, -2.995365, 0.257421], [-4.389021, 0.512378, 0.123363], [-3.269248, 1.619305, -0.663472], [-4.088233, 3.400243, 0.735997], [-4.039521, 3.313802, 2.493281], [-5.184909, 2.310338, 1.593902], [-1.689460, 2.876608, 2.481402], [-1.638249, 2.961396, 0.724811], [0.829182, 3.346889, 2.424885], [1.175732, 3.217453, 0.677618], [2.155935, 2.309085, 1.832774], [-0.161434, 1.175835, 4.036724], [1.172204, 0.177878, 3.383815], [-0.476529, -0.461609, 3.403053], [-2.532648, -0.133274, 2.645889], [-4.273506, 0.090933, 2.544848], [-2.095788, -0.731478, 5.250736], [-3.829022, -1.050270, 5.002576], [-3.269194, -0.200385, 6.455516], [-5.578335, 2.503935, 4.313820], [-5.376700, 1.668498, 5.853802], [-5.749407, 0.735246, 4.393603], [2.505547, -0.745176, 1.344225], [3.218226, -0.018653, 0.322553], [3.949741, 1.161734, 0.697127], [2.113402, 0.309207, -0.823266], [2.457994, 1.109840, -1.913090], [3.731935, 1.514275, -2.257475], [3.964106, 2.300682, -3.398460], [2.943714, 2.717202, -4.206234], [1.621469, 2.348111, -3.883907], [0.508990, 2.773335, -4.641705], [-0.749577, 2.414568, -4.259727], [-0.901412, 1.601809, -3.124941], [0.108946, 1.169826, -2.404536], [1.381098, 1.541147, -2.749824], [4.388263, -1.124702, -0.422062], [3.947592, -2.344884, -0.910387], [4.859152, -3.225213, -1.464255], [6.206183, -2.887938, -1.518720], [6.640737, -1.673959, -1.011349], [5.730013, -0.784580, -0.457028], [4.574584, 1.253453, -1.640191], [4.982436, 2.586150, -3.622840], [3.125684, 3.337378, -5.072220], [0.671984, 3.391069, -5.514864], [-1.623839, 2.733358, -4.806785], [-1.891579, 1.311967, -2.797880], [2.900799, -2.597425, -0.834474], [4.527483, -4.181051, -1.845556], [6.918005, -3.578032, -1.949989], [7.690479, -1.417636, -1.041119], [6.052769, 0.159818, -0.042109], [0.318332, -2.700281, -3.065519], [0.509634, -3.096730, -1.649010], [0.372544, -2.326165, -0.588258], [0.657837, -3.098968, 0.513863], [0.961625, -4.358842, 0.110917], [0.859861, -4.342676, -1.261429], [0.118738, -1.627982, -3.112355], [-0.515274, -3.239282, -3.518493], [1.216663, -2.906603, -3.648524], [0.658850, -2.683208, 1.503342], [1.247513, -5.236806, 0.657159], [1.021502, -5.121796, -1.877658]], "forces_ev_per_angstrom": [[-0.147, 0.105, 0.838], [-0.057, 0.028, 0.045], [-0.039, 0.038, -0.036], [-0.038, 0.023, 0.010], [-0.063, -0.042, 0.002], [0.037, -0.027, -0.061], [0.035, 0.001, 0.001], [0.085, 0.069, 0.013], [-0.047, 0.018, -0.210], [-0.086, 0.033, -0.040], [-0.032, -0.009, -0.020], [0.017, -0.110, 0.050], [-0.009, 0.003, 0.010], [-0.010, 0.023, -0.006], [0.038, -0.011, 0.005], [0.062, 0.003, -0.027], [0.019, 0.037, 0.038], [-0.008, 0.007, 0.020], [0.020, -0.014, 0.003], [0.011, 0.003, 0.006], [-0.001, 0.013, -0.005], [0.053, 0.010, 0.005], [0.010, -0.006, 0.005], [-0.002, 0.020, -0.023], [0.005, -0.008, 0.015], [-0.043, -0.024, 0.001], [0.017, -0.046, -0.035], [0.021, -0.010, 0.023], [0.032, -0.009, -0.022], [-0.019, -0.005, 0.012], [0.049, -0.049, 0.005], [0.005, -0.029, -0.043], [0.009, -0.002, -0.026], [0.003, 0.014, -0.021], [-0.053, 0.039, 0.013], [-0.009, 0.005, 0.000], [0.010, 0.003, -0.002], [-0.013, -0.017, -0.003], [-0.005, 0.001, 0.008], [0.011, 0.009, -0.019], [-0.003, 0.010, 0.005], [-0.012, -0.024, -0.008], [0.061, 0.035, 0.029], [-0.127, -0.117, 0.026], [0.012, -0.001, 0.048], [-0.004, 0.082, -0.048], [-0.061, 0.032, -0.106], [-0.035, 0.014, 0.000], [-0.101, 0.044, -0.084], [0.085, -0.028, 0.070], [0.067, -0.001, 0.025], [-0.032, -0.016, 0.020], [0.027, -0.021, 0.030], [0.004, 0.029, 0.062], [0.082, -0.095, -0.291], [0.040, -0.044, 0.039], [-0.018, 0.005, 0.082], [-0.054, -0.017, -0.018], [0.022, -0.002, 0.002], [-0.005, 0.014, 0.002], [-0.002, 0.006, 0.005], [0.036, 0.015, 0.015], [0.000, -0.001, -0.001], [0.027, 0.018, -0.020], [0.012, 0.016, -0.038], [0.009, 0.022, -0.023], [-0.035, 0.013, -0.019], [0.006, -0.025, -0.014], [-0.058, -0.017, -0.024], [-0.023, -0.039, -0.017], [0.019, -0.018, -0.012], [0.021, 0.009, 0.001], [0.006, 0.036, 0.000], [0.020, 0.134, -0.070], [-0.083, -0.099, -0.079], [0.165, 0.068, -0.327], [0.036, -0.127, 0.060], [-0.049, 0.077, 0.085], [0.013, 0.015, -0.019], [0.007, -0.094, 0.011], [0.003, 0.002, -0.028], [-0.004, 0.007, -0.027], [0.037, 0.040, 0.067], [0.013, -0.065, 0.048], [0.004, 0.021, 0.013]], "mulliken_charge": [1.329, -1.209, 0.505, -1.410, -1.549, 2.211, -2.245, -1.801, 0.210, -1.407, -1.296, -0.575, 0.218, -1.125, -1.162, 0.530, 0.345, 0.319, 0.553, 0.266, 0.458, 0.662, 0.355, 0.463, 0.466, 0.455, 0.625, 0.562, 0.554, 0.390, 0.408, 0.492, 0.598, 0.174, -0.876, 1.028, 0.251, 0.366, 0.426, 0.343, 0.422, 0.343, -0.703, 1.674, -0.733, 0.596, 0.628, -0.490, -1.073, -0.873, 1.067, -0.763, -1.204, -0.138, 0.297, -0.596, -0.546, 0.066, -0.647, -0.557, -0.796, -0.157, 0.404, 0.423, 0.432, 0.440, 0.487, 0.412, 0.348, 0.448, 0.399, 0.406, 0.583, -1.472, 0.127, 0.536, -0.691, -0.954, 0.096, -0.018, 0.408, 0.409, 0.405, 0.455, 0.197]}